(1)
A 5-piece molecular cluster, C26H26N5O3P overall, computed with ωB97M-V/def2-TZVPD.

```
61
Properties=species:S:1:pos:R:3:forces:R:3
N 2.40836 -1.19644 1.66707 0.696 0.206 -0.725
C 2.90827 -1.99818 0.63490 -0.042 0.163 0.773
C 2.77371 -1.73019 -0.65405 0.086 -0.237 -0.579
C 3.35906 -2.67493 -1.61303 -0.571 -0.029 -0.569
O 2.84711 -2.97714 -2.67236 0.576 0.161 0.195
C 4.64406 -3.28330 -1.15319 0.479 -0.774 -0.190
P 5.99618 -3.54989 -2.31895 0.104 1.136 -0.500
O 6.27447 -2.32697 -3.09889 -0.011 0.082 -0.230
C 4.77899 -3.57635 0.13214 -0.254 0.266 0.008
C 3.61940 -3.25777 1.01309 -0.174 -0.691 0.688
O 3.24742 -3.99258 1.90536 0.441 0.632 -0.346
H 2.18005 -0.32286 1.20256 -0.582 0.239 0.369
H 3.20540 -0.97062 2.25390 -0.261 -0.155 0.626
H 2.25707 -0.86004 -1.00939 -0.362 0.205 -0.225
H 7.09015 -3.85705 -1.48335 -0.298 -0.593 0.119
H 5.70382 -4.66828 -3.12083 0.007 -0.223 0.370
H 5.67015 -4.01036 0.54450 0.151 -0.350 0.246
N -0.59368 -1.00226 -4.20714 0.024 -0.034 -0.068
C -1.44170 -1.18782 -5.21694 -0.055 0.038 0.074
C -1.10416 -1.83390 -6.39562 0.021 -0.005 0.004
C 0.18870 -2.31367 -6.53522 0.009 -0.021 -0.037
C 1.08454 -2.12965 -5.49613 -0.004 -0.014 -0.042
C 0.64459 -1.47071 -4.35850 -0.162 0.142 0.056
H -2.44166 -0.79511 -5.06702 -0.020 -0.019 -0.047
H -1.83573 -1.95722 -7.18238 -0.018 0.012 0.004
H 0.49221 -2.82377 -7.44062 0.000 0.000 -0.005
H 2.10223 -2.48818 -5.55975 0.014 -0.002 0.052
H 1.30964 -1.31041 -3.52412 0.110 -0.048 0.008
N -0.30098 1.59609 0.20786 -0.104 -0.142 0.131
C -0.75120 2.36490 1.20272 0.169 0.104 -0.080
C -1.94903 2.13737 1.86473 0.021 -0.059 -0.082
C -2.72680 1.05847 1.47611 -0.002 0.083 0.095
C -2.27748 0.25137 0.44594 0.014 0.020 0.012
C -1.06553 0.56215 -0.14898 0.198 -0.071 -0.160
H -0.11423 3.19992 1.47372 -0.084 0.003 0.091
H -2.26216 2.79377 2.66546 0.024 0.027 0.001
H -3.66674 0.84467 1.96202 -0.040 -0.067 -0.033
H -2.85362 -0.60027 0.11286 -0.012 0.001 -0.012
H -0.67900 -0.04871 -0.95915 -0.081 -0.011 -0.035
N 1.40218 4.77262 2.43888 0.123 0.085 0.077
C 2.47148 4.84546 1.64893 -0.086 -0.066 -0.101
C 3.68490 5.38649 2.04535 -0.007 0.009 0.028
C 3.79355 5.88266 3.33369 0.049 0.020 0.019
C 2.69063 5.81638 4.16899 0.015 -0.003 -0.019
C 1.52475 5.25282 3.67455 -0.104 -0.038 -0.004
H 2.34112 4.44744 0.64814 0.046 0.001 -0.011
H 4.52075 5.41753 1.36045 -0.007 -0.005 -0.023
H 4.72315 6.31436 3.68159 0.003 0.002 0.001
H 2.73142 6.19232 5.18180 -0.020 -0.004 0.011
H 0.63888 5.17833 4.29577 0.022 0.027 0.043
N -5.81693 -0.49164 1.66082 -0.104 0.006 0.104
C -6.29017 0.26582 2.64872 0.075 0.012 -0.056
C -7.49026 0.02437 3.29869 -0.003 -0.002 -0.003
C -8.24527 -1.06547 2.89949 -0.057 -0.017 0.026
C -7.77062 -1.86421 1.87293 0.001 0.022 0.013
C -6.55621 -1.53517 1.29103 0.111 -0.019 -0.093
H -5.67181 1.11174 2.93079 -0.046 0.026 0.049
H -7.82245 0.67433 4.09615 0.015 0.019 0.002
H -9.18865 -1.28864 3.38073 -0.003 -0.001 0.003
H -8.32794 -2.72425 1.52896 0.014 -0.013 -0.017
H -6.14782 -2.13537 0.48559 -0.042 -0.036 -0.003
```
Forces are in eV/Å.

Properties
- energy (eV) = -50263.2360
- SMILES = NC1=CC(=O)C([PH2]=O)=CC1=O.c1ccncc1.c1ccncc1.c1ccncc1.c1ccncc1
- HOMO (eV) = -9.184
- orbital gap (eV) = 8.00
- LUMO energy (hartree) = -0.043
- 2S+1 = 1

---

(2)
C26H26N6PtS2 as an isolated structure, computed with ωB97M-V/def2-TZVPD.

```
61
Properties=species:S:1:pos:R:3:forces:R:3
Pt -0.21239 -0.28781 -0.00081 -0.588 3.212 -0.431
C 1.46623 2.09032 -0.73312 0.195 0.355 -0.322
N 0.07639 1.92435 -0.22960 -0.511 -1.540 0.314
C -0.15075 2.61933 1.06617 -0.032 0.139 0.287
C 0.04410 1.69527 2.23102 0.016 -0.064 -0.156
C 0.29319 2.15299 3.50966 0.003 -0.013 0.020
C 0.46237 1.23842 4.54035 0.017 -0.017 0.116
C 0.37894 -0.12461 4.27411 -0.065 0.086 -0.055
C 0.10280 -0.52358 2.98580 -0.138 0.264 0.156
N -0.07673 0.37643 1.99112 -0.035 -1.922 0.223
C -0.88672 2.30848 -1.28959 -0.208 0.231 -0.289
C -0.69335 1.38004 -2.43709 0.000 -0.054 -0.056
C -0.74951 1.75630 -3.76072 -0.078 -0.061 -0.050
C -0.52732 0.80067 -4.75002 0.051 -0.002 -0.034
C -0.24466 -0.50748 -4.38257 -0.066 0.059 0.032
C -0.19637 -0.82469 -3.03912 0.032 0.147 -0.120
N -0.41453 0.10490 -2.09038 0.330 -1.682 0.203
C 2.38113 1.15109 -0.06215 0.406 0.015 0.103
C 3.71004 1.43083 0.18524 0.064 -0.036 0.000
C 4.51054 0.45613 0.76619 0.011 -0.022 0.026
C 3.93787 -0.75760 1.13231 -0.033 0.106 -0.031
C 2.59905 -0.96226 0.87920 0.030 0.142 0.305
N 1.84754 -0.03434 0.25698 -0.416 -0.836 -0.350
H 1.79859 3.12259 -0.60628 -0.168 0.041 0.056
H 1.48434 1.88537 -1.80465 -0.085 0.034 0.000
H -1.16883 3.00574 1.09050 0.084 0.109 -0.121
H 0.51341 3.48064 1.15507 0.014 -0.006 -0.102
H 0.35949 3.21762 3.69765 0.024 0.000 -0.010
H 0.66710 1.58476 5.54618 -0.001 0.021 -0.008
H 0.51943 -0.86209 5.05272 -0.022 -0.006 0.001
H 0.00858 -1.57001 2.72946 -0.035 0.006 -0.047
H -0.76289 3.35307 -1.58839 0.169 -0.002 0.097
H -1.88905 2.19786 -0.89751 -0.015 0.074 0.043
H -0.96031 2.78622 -4.02009 0.014 0.000 -0.002
H -0.54863 1.08321 -5.79552 -0.048 0.007 0.004
H -0.05799 -1.27307 -5.12351 -0.005 -0.006 0.008
H 0.03413 -1.82645 -2.70756 -0.040 0.017 0.022
H 4.11677 2.39771 -0.08330 -0.007 0.000 -0.001
H 5.56007 0.64887 0.95274 -0.001 0.002 0.001
H 4.51791 -1.53137 1.61723 -0.014 -0.001 0.020
H 2.10548 -1.86582 1.19725 -0.042 0.028 0.035
C -3.56597 1.60333 0.54407 -0.165 -0.027 -0.117
C -3.48932 0.13634 0.29484 0.034 0.000 0.062
N -2.40430 -0.62823 0.15848 1.092 0.635 -0.197
C -2.73787 -1.96371 0.03473 -0.192 0.177 -0.035
C -4.06345 -2.20059 0.03999 -0.347 -0.207 -0.096
S -4.93019 -0.75317 0.22125 0.124 -0.008 0.119
C -1.68229 -2.92529 -0.09103 0.184 -0.107 0.095
C -1.77254 -4.26832 -0.10047 -0.110 -0.381 0.096
S -0.24244 -4.97289 -0.34211 -0.056 0.131 -0.132
C 0.48588 -3.44534 -0.43475 0.173 0.056 0.028
N -0.39264 -2.45577 -0.24782 0.583 1.131 0.418
C 1.93967 -3.33762 -0.76449 -0.065 -0.203 -0.088
H -2.63850 1.97247 0.96210 -0.102 -0.030 0.129
H -4.37125 1.82760 1.24359 0.045 -0.047 0.077
H -3.81780 2.14245 -0.37263 0.032 0.028 0.009
H -4.56084 -3.15227 -0.07152 -0.058 0.033 0.034
H -2.65906 -4.86831 0.04039 0.036 -0.058 -0.057
H 2.16497 -3.94905 -1.63965 -0.058 0.030 -0.051
H 2.55374 -3.74514 0.04140 0.014 0.073 0.008
H 2.22877 -2.31451 -0.97133 0.027 -0.049 -0.183
```
Forces are in eV/Å.

Properties
- charge = +4
- energy (eV) = -61202.4743
- HOMO (eV) = -20.041
- orbital gap (eV) = 5.77
- LUMO energy (hartree) = -0.524
- 2S+1 = 1

---

(3)
C26H27AgN6O2S as an isolated structure, computed with ωB97M-V/def2-TZVPD.

```
63
Properties=species:S:1:pos:R:3:forces:R:3
Ag -0.06599 0.49950 -0.16098 0.009 0.157 -0.204
C -1.05781 2.36330 4.01032 0.014 -0.028 -0.073
C -0.53963 2.07358 2.73359 -0.067 0.031 0.158
N -0.91185 1.01760 2.04411 0.109 -0.093 0.244
C -1.83531 0.15500 2.55068 0.038 -0.090 -0.274
C -2.42187 0.38348 3.81291 -0.139 -0.021 0.159
C -1.98835 1.51634 4.53818 -0.001 0.017 0.021
C -3.43011 -0.48224 4.30337 0.029 -0.016 -0.074
C -3.84604 -1.51119 3.50434 0.064 0.024 -0.031
C -3.27163 -1.76844 2.24773 -0.184 -0.041 0.123
C -2.23710 -0.99080 1.72774 0.096 0.170 0.076
N -1.63161 -1.11053 0.53187 0.119 0.090 0.012
C -1.81033 -2.12481 -0.34746 0.090 0.039 -0.170
C -2.16941 -3.43812 -0.06954 -0.042 -0.159 -0.033
C -2.34723 -4.39726 -1.08593 -0.013 0.049 0.092
C -2.16987 -4.09608 -2.40425 0.009 0.042 -0.044
C -1.72788 -2.79497 -2.75167 -0.005 -0.079 -0.026
C -1.46475 -2.42051 -4.08779 -0.021 -0.042 -0.018
C -0.98450 -1.17603 -4.37237 0.024 0.040 0.050
C -0.74185 -0.29990 -3.29919 -0.001 -0.097 -0.059
N -0.99914 -0.60469 -2.05150 -0.037 -0.022 -0.118
C -1.51204 -1.82653 -1.74762 0.013 0.030 0.205
H -0.72481 3.24361 4.54287 0.015 0.002 -0.011
H 0.18886 2.73057 2.26830 -0.012 -0.003 -0.007
H -2.42060 1.70661 5.51414 -0.006 -0.010 -0.004
H -3.87267 -0.30486 5.27488 0.021 0.032 0.005
H -4.64463 -2.15895 3.84736 -0.004 -0.009 -0.023
H -3.68807 -2.56958 1.65521 0.031 0.057 0.058
H -2.29342 -3.75078 0.95847 0.000 0.030 -0.095
H -2.64899 -5.39915 -0.80351 0.013 -0.001 0.015
H -2.34036 -4.83095 -3.18052 0.013 0.013 -0.018
H -1.63962 -3.14217 -4.87758 -0.003 -0.004 0.006
H -0.76753 -0.86766 -5.38576 0.005 0.006 0.001
H -0.30039 0.67486 -3.48272 -0.013 0.009 0.001
O 1.04652 3.95022 0.46185 -0.075 -0.098 -0.240
S 0.66185 3.06981 -0.68579 0.056 -0.049 0.335
C -0.41215 4.01487 -1.79214 -0.009 0.047 -0.035
C 0.51283 4.84788 -2.66588 0.066 -0.040 0.000
C 1.60083 3.87080 -3.11495 -0.043 0.010 0.025
C 2.04649 3.10163 -1.86911 -0.005 -0.008 -0.053
H -1.09827 4.57515 -1.15928 -0.010 -0.014 -0.002
H -0.97229 3.27625 -2.37214 -0.019 0.036 -0.021
H 0.94970 5.65073 -2.06836 -0.002 0.009 -0.001
H -0.01329 5.30116 -3.50621 -0.016 -0.015 -0.001
H 2.44429 4.37683 -3.58436 0.009 -0.004 0.008
H 1.18848 3.17622 -3.85120 -0.001 0.005 0.000
H 2.82336 3.62495 -1.31067 -0.001 0.021 0.011
H 2.36715 2.07760 -2.05978 0.001 0.024 -0.030
C 4.32990 -2.25955 2.03363 -0.004 0.024 0.018
N 3.64994 -1.56958 0.96459 0.027 0.061 -0.103
C 4.18827 -1.37646 -0.36933 -0.028 -0.074 0.071
C 3.15354 -0.42569 -0.98040 0.004 -0.037 0.016
O 3.16680 -0.04854 -2.12996 0.002 0.043 -0.014
N 2.23871 -0.09498 -0.01048 -0.091 -0.034 -0.025
C 2.57201 -0.77111 1.08507 -0.100 -0.017 0.210
N 1.88204 -0.65175 2.22328 0.089 -0.009 -0.144
H 4.97477 -3.02084 1.60043 -0.001 -0.009 0.013
H 3.61523 -2.76918 2.68086 0.001 -0.014 -0.012
H 4.94101 -1.58503 2.63995 0.004 -0.003 -0.007
H 4.23630 -2.31015 -0.93096 0.010 0.014 -0.016
H 5.17598 -0.91042 -0.35916 0.000 0.012 0.008
H 0.99794 -0.15591 2.17173 -0.017 -0.003 0.054
H 2.04861 -1.26312 3.00110 -0.015 -0.001 -0.008
```
Forces are in eV/Å.

Properties
- energy (eV) = -55271.4426
- HOMO (eV) = -5.993
- orbital gap (eV) = 6.35
- LUMO energy (hartree) = 0.013
- 2S+1 = 1
- energy above the lowest of the compared OMol25 structures with the same formula, charge and spin (kcal per mole) = 11.3